(1)
C3H14NSZr | ωB97M-V with the def2-TZVPD basis set

```
20
Properties=species:S:1:pos:R:3:lowdin_charge:R:1
C -0.37337 1.01717 -1.71932 -0.35
Zr -0.71093 -0.41280 -0.25812 1.09
N 1.27622 -1.61681 -0.81878 -0.05
H -2.26077 0.22704 0.27060 -0.13
H 0.69871 0.62524 -0.10326 -0.09
H -0.67918 2.08453 -1.41239 0.07
H -1.18829 0.44570 -2.16632 -0.04
H 0.57900 0.99004 -2.35248 0.05
H 1.23070 -2.60113 -0.58587 0.06
H 2.07261 -1.20364 -0.33324 0.05
H 1.52729 -1.55792 -1.82741 0.09
C 1.69425 -0.30718 2.62025 -0.34
S 0.22493 0.60690 2.00801 0.71
C -1.12281 -0.16285 2.98860 -0.38
H 2.53041 -0.15546 1.92584 0.04
H 1.49561 -1.37823 2.75941 0.05
H 1.95179 0.16100 3.58504 0.06
H -0.72748 -0.97962 3.59841 0.05
H -1.50172 0.65144 3.61873 0.05
H -1.93899 -0.50723 2.33260 -0.01
```

The electronic energy comes out at -622.28090 Eh. The LUMO energy comes out at -4.317 eV. As for the charge: +1. Its orbital gap is 7.37 eV.

(2)
C5H10N3 | ωB97M-V with the def2-TZVPD basis set

```
18
Properties=species:S:1:pos:R:3:lowdin_charge:R:1
C 0.02074 0.06456 2.42958 0.05
C -0.74542 0.68545 1.47427 -0.06
C 1.35447 -0.00365 1.81570 -0.18
C -0.05710 -1.26770 -2.00102 -0.11
C -1.55708 0.57527 -1.94607 -0.01
N 1.28161 0.72595 0.64489 0.05
N 0.07027 1.10879 0.46131 0.11
N -0.66405 -0.14653 -1.35645 -0.13
H -0.32407 -0.21441 3.42898 0.14
H -1.76248 0.90157 1.66559 0.12
H 2.14849 0.41945 2.61165 0.21
H 1.84636 -1.05248 1.66586 0.19
H -0.60675 -2.22912 -1.79524 0.11
H -0.09694 -1.10169 -3.08950 0.10
H 0.84584 -1.40837 -1.53603 0.03
H -1.80391 1.52751 -1.38297 0.08
H -1.90648 0.55185 -3.03408 0.11
H 1.95649 0.86356 -0.05648 0.17
```

The energy above the lowest of the compared OMol25 structures with the same formula, charge and spin is 4.937 eV. The electronic energy comes out at -360.39366 Eh. The LUMO energy (alpha / beta) comes out at -5.449 / -5.449 eV. As for the charge: +1. Its orbital gap (alpha / beta) is 7.75 / 7.75 eV.